(1)
The following is a DFT calculation (ωB97M-V/def2-TZVPD) of a molecular structure, C23H23N3O4 in a non-equilibrium geometry.

Each line ends with the Mulliken charge.
Positions of all 53 atoms, in Å:
O: -4.32 -2.85 -0.51  -0.497
C: -4.40 -1.99 0.23  0.372
N: -3.45 -1.10 0.77  -0.096
C: -2.18 -1.17 0.53  0.832
C: -1.56 -2.20 -0.46  -1.590
C: -0.28 -2.00 -0.45  -0.550
C: 0.45 -1.06 0.31  0.208
C: -0.15 -0.04 0.88  -0.197
C: -1.55 -0.13 1.10  -0.702
H: -1.95 0.49 1.86  0.335
H: 0.36 0.90 1.56  0.173
N: 1.79 -0.73 -0.24  0.012
C: 2.76 -2.19 -0.19  -1.622
H: 2.18 -2.81 -0.30  1.680
C: 3.90 -1.86 -1.17  -1.129
N: 4.58 -0.68 -0.59  0.277
C: 5.92 -0.92 -0.10  0.487
O: 6.37 -1.89 0.14  -0.373
C: 6.72 0.61 0.03  0.079
C: 6.83 1.64 -0.59  0.002
C: 7.73 2.40 -0.08  -0.430
C: 7.90 1.85 1.33  -0.301
O: 7.33 0.72 1.29  -0.273
H: 8.57 2.05 2.19  0.364
H: 8.18 3.51 -0.56  0.189
H: 6.55 1.80 -1.69  0.316
C: 3.83 0.35 -0.71  -0.555
H: 4.44 1.57 -0.43  0.235
C: 2.55 0.32 0.36  -1.385
H: 2.02 1.19 0.23  0.758
H: 3.02 0.40 1.23  0.356
H: 3.41 0.67 -1.85  0.162
H: 4.62 -2.65 -0.94  0.414
H: 3.52 -1.88 -2.09  0.448
H: 3.10 -2.21 0.95  0.243
H: 0.29 -2.39 -1.16  0.714
H: -2.12 -2.78 -0.99  0.874
H: -3.96 -0.50 1.74  0.374
C: -5.98 -1.64 0.79  -1.029
O: -6.24 -0.26 1.39  -0.465
C: -6.07 0.59 0.58  1.020
C: -6.03 0.64 -0.71  0.693
C: -6.03 1.67 -1.70  -1.190
C: -6.28 2.80 -1.15  0.217
C: -6.59 3.10 0.11  -1.178
C: -6.29 1.84 0.96  -0.543
H: -6.56 1.85 2.08  0.254
H: -6.59 3.85 0.67  0.577
H: -6.24 3.92 -1.90  0.047
H: -5.86 1.69 -2.74  0.440
H: -5.62 -0.33 -1.45  -0.041
H: -6.12 -2.32 1.56  0.511
H: -6.51 -1.85 -0.11  0.483

As for the HOMO-LUMO gap: 7.936 eV. The LUMO energy comes out at 0.49 eV. The HOMO energy is -0.2737 Ha. The largest force on an atom comes out at 19.3 eV/Å. The energy above the lowest of the compared OMol25 structures with the same formula, charge and spin comes out at 550.1 kcal/mol. Its total energy is -36863.548 eV.

(2)
The following is a DFT calculation (ωB97M-V/def2-TZVPD) of a molecular structure, C23H23N4NiO6S2 in a non-equilibrium geometry.

Each line ends with the Löwdin spin population.
Positions of all 59 atoms, in Å:
Ni: 0.02 0.67 -0.80  1.685
C: 2.24 -5.49 -1.66  0.000
C: 2.29 -4.03 -1.90  0.001
N: 0.99 -3.36 -1.58  0.005
C: 0.82 -2.03 -1.45  0.009
S: -0.81 -1.48 -1.09  0.072
N: 1.96 -1.30 -1.60  0.000
N: 1.84 -0.04 -1.22  0.036
C: 2.75 0.84 -1.41  0.008
C: 3.99 0.63 -2.30  0.002
C: 2.47 2.24 -0.97  0.003
C: 3.22 3.38 -1.11  0.001
C: 2.73 4.65 -0.91  0.001
C: 1.54 4.78 -0.30  0.002
C: 0.86 3.59 0.01  0.003
N: 1.30 2.41 -0.35  0.031
H: 3.22 -6.02 -1.78  0.000
H: 1.80 -5.69 -0.70  0.000
H: 1.61 -5.87 -2.35  0.000
H: 3.01 -3.52 -1.26  0.000
H: 2.55 -3.93 -2.98  0.000
H: 0.08 -3.88 -1.67  0.003
H: 4.54 1.54 -2.44  0.000
H: 4.64 -0.17 -1.89  0.000
H: 3.41 0.33 -3.20  0.000
H: 4.25 3.35 -1.67  0.000
H: 3.44 5.57 -0.99  0.000
H: 1.17 5.71 0.04  0.000
H: -0.05 3.51 0.43  0.000
O: -4.19 4.19 -3.50  -0.002
C: -3.33 3.55 -2.98  0.000
C: -3.40 3.02 -1.58  0.001
O: -4.29 3.21 -0.80  -0.002
C: -2.19 2.12 -1.39  0.005
C: -1.38 2.24 -2.49  0.007
O: -0.26 1.60 -2.55  0.065
C: -1.95 3.15 -3.52  0.002
O: -1.51 3.57 -4.61  -0.002
O: -1.82 1.35 -0.38  0.049
C: -3.50 -4.15 3.42  0.000
C: -2.72 -2.92 3.16  0.000
C: -1.53 -2.72 3.86  0.000
C: -0.81 -1.54 3.80  0.000
C: -1.22 -0.58 2.91  0.000
C: -2.37 -0.78 2.11  0.000
C: -3.08 -1.94 2.24  0.000
S: -0.16 0.75 2.42  0.009
C: -1.09 2.09 3.30  0.002
O: 1.16 0.71 3.10  0.001
H: -2.84 -5.03 3.62  0.000
H: -4.11 -4.31 2.48  0.000
H: -4.16 -4.11 4.27  0.000
H: -1.06 -3.46 4.62  0.000
H: 0.16 -1.41 4.24  0.000
H: -2.62 -0.06 1.35  0.000
H: -3.91 -2.08 1.62  0.000
H: -0.84 2.08 4.39  0.000
H: -2.20 2.06 3.14  0.000
H: -0.66 3.00 2.84  0.000

As for the HOMO-LUMO gap (spin up / spin down): 6.375 / 6.249 eV. As for the expectation value of S²: 2.01. Its charge is -1. The LUMO energy (spin up / spin down) comes out at 2.23 / 2.17 eV. Its multiplicity is 3. The HOMO energy (spin up / spin down) is -0.1522 / -0.1499 Ha. The largest force on an atom comes out at 5.2 eV/Å. The energy above the lowest of the compared OMol25 structures with the same formula, charge and spin comes out at 16.5 kcal/mol. Its total energy is -105183.420 eV.

(3)
The following is a DFT calculation (ωB97M-V/def2-TZVPD) of a molecular structure, C23H23N4PdS5.

Each line ends with the Mulliken charge.
Positions of all 56 atoms, in Å:
Pd: 0.13 0.39 -0.13  0.167
C: 0.45 2.36 1.86  -0.880
C: -0.79 1.97 2.66  -0.741
C: -1.26 0.55 2.62  0.581
C: -1.74 -0.07 3.77  -0.981
C: -2.38 -1.29 3.67  -0.370
C: -2.55 -1.86 2.42  -1.412
C: -2.00 -1.22 1.33  -0.402
N: -1.35 -0.06 1.43  0.562
N: 0.27 2.31 0.37  1.158
C: -0.88 3.18 -0.09  -1.615
C: -1.95 2.51 -0.92  0.977
C: -3.10 3.23 -1.23  -0.976
C: -4.05 2.64 -2.04  -0.383
C: -3.82 1.36 -2.53  -0.835
C: -2.65 0.72 -2.17  -0.202
N: -1.72 1.28 -1.38  0.235
C: 1.51 2.82 -0.32  -0.674
C: 2.60 1.80 -0.32  0.167
C: 3.94 2.10 -0.22  -0.895
C: 4.87 1.08 -0.38  -0.398
C: 4.41 -0.20 -0.63  -0.912
C: 3.05 -0.43 -0.68  0.237
N: 2.16 0.55 -0.53  0.168
H: 1.31 1.74 2.10  0.384
H: 0.70 3.40 2.12  0.422
H: -1.64 2.57 2.33  0.261
H: -0.61 2.27 3.69  0.511
H: -1.64 0.43 4.72  0.471
H: -2.78 -1.77 4.56  0.459
H: -3.09 -2.79 2.29  0.496
H: -2.11 -1.63 0.33  0.981
H: -0.45 3.99 -0.67  0.639
H: -1.33 3.65 0.79  0.458
H: -3.24 4.23 -0.84  0.447
H: -4.95 3.17 -2.30  0.458
H: -4.53 0.87 -3.17  0.426
H: -2.43 -0.28 -2.52  0.437
H: 1.81 3.76 0.14  0.426
H: 1.24 3.01 -1.35  0.554
H: 4.26 3.12 -0.04  0.459
H: 5.93 1.29 -0.32  0.477
H: 5.10 -1.02 -0.77  0.431
H: 2.66 -1.42 -0.85  0.086
C: 0.61 -5.45 0.91  -0.885
S: 1.38 -6.01 -0.61  0.169
C: 1.33 -4.86 -1.82  0.223
C: 0.87 -3.43 -1.79  0.294
S: 0.29 -2.65 -0.48  -0.185
S: 1.01 -2.62 -3.30  0.260
C: 1.72 -3.92 -4.26  0.000
S: 2.12 -3.82 -5.79  0.074
S: 1.92 -5.41 -3.31  0.089
H: 0.65 -6.35 1.52  0.417
H: -0.42 -5.16 0.74  0.339
H: 1.19 -4.66 1.38  0.347

As for the HOMO-LUMO gap: 5.511 eV. Its charge is +3. The LUMO energy comes out at -11.45 eV. The HOMO energy is -0.6234 Ha. The largest force on an atom comes out at 0.9 eV/Å. The energy above the lowest of the compared OMol25 structures with the same formula, charge and spin comes out at 22.4 kcal/mol. Its total energy is -87813.849 eV.

(4)
The following is a DFT calculation (ωB97M-V/def2-TZVPD) of a molecular structure, C23H23N5OPd in a non-equilibrium geometry.

Each line ends with the Löwdin spin population.
Positions of all 53 atoms, in Å:
Pd: -0.48 0.02 -0.06  1.379
C: 2.35 -0.79 0.97  0.022
N: 1.74 -0.19 -0.21  0.185
C: 1.81 -1.03 -1.40  0.043
C: 0.95 -2.27 -1.30  0.165
C: 1.43 -3.52 -1.62  0.028
C: 0.57 -4.62 -1.65  0.251
C: -0.77 -4.41 -1.31  0.078
C: -1.18 -3.14 -0.98  0.135
N: -0.36 -2.07 -0.98  0.365
C: 2.11 1.21 -0.41  0.011
C: 1.49 2.15 0.60  0.006
C: 2.24 3.12 1.24  0.003
C: 1.62 4.06 2.05  0.000
C: 0.24 3.97 2.23  0.004
C: -0.45 2.96 1.58  0.006
N: 0.15 2.06 0.79  0.053
C: 1.38 -1.07 2.10  0.009
C: 1.85 -1.57 3.30  0.004
C: 0.96 -1.85 4.33  -0.003
C: -0.40 -1.62 4.12  0.004
C: -0.80 -1.13 2.90  0.007
N: 0.06 -0.86 1.91  0.082
H: 3.14 -0.14 1.36  0.003
H: 2.82 -1.74 0.69  0.005
H: 2.85 -1.32 -1.62  0.006
H: 1.43 -0.43 -2.24  0.009
H: 2.48 -3.65 -1.86  -0.003
H: 0.93 -5.59 -1.92  0.017
H: -1.47 -5.23 -1.30  0.001
H: -2.21 -2.95 -0.71  0.010
H: 1.73 1.51 -1.40  0.001
H: 3.20 1.34 -0.40  0.004
H: 3.31 3.15 1.08  0.000
H: 2.19 4.83 2.53  0.000
H: -0.28 4.66 2.86  0.000
H: -1.52 2.86 1.70  0.001
H: 2.91 -1.74 3.42  0.001
H: 1.32 -2.24 5.27  0.000
H: -1.12 -1.82 4.89  0.001
H: -1.84 -0.93 2.68  0.003
O: -0.57 1.10 -2.02  0.070
N: -1.80 1.38 -2.36  0.005
C: -2.06 2.59 -2.91  0.005
C: -3.32 2.91 -3.35  0.002
C: -4.35 1.97 -3.24  0.005
C: -4.07 0.74 -2.64  0.001
C: -2.80 0.48 -2.19  0.013
H: -1.22 3.25 -2.98  0.000
H: -3.50 3.88 -3.77  0.000
H: -5.34 2.19 -3.59  0.000
H: -4.85 0.00 -2.51  0.000
H: -2.51 -0.45 -1.70  0.005

As for the HOMO-LUMO gap (spin up / spin down): 3.377 / 6.625 eV. As for the expectation value of S²: 3.77. Its charge is +1. The LUMO energy (spin up / spin down) comes out at -2.83 / -4.02 eV. Its multiplicity is 4. The HOMO energy (spin up / spin down) is -0.2282 / -0.3911 Ha. The largest force on an atom comes out at 2.9 eV/Å. Its total energy is -37192.648 eV.